# 1
22
Properties=species:S:1:pos:R:3:forces:R:3 method="wB97M-V/def2-TZVPD" multiplicity=1 smiles=CCCCNC.O de_lowest_kcal_mol=59.42 gap_ha=0.358
C 2.87407 0.51149 0.91610 -1.011 -0.260 0.401
C 1.98424 0.78455 -0.29593 1.342 0.455 -0.393
C 0.58242 0.98886 0.27842 -1.213 -0.707 -2.047
C 0.14670 -0.53557 0.38740 0.523 -0.553 -0.970
N -1.09841 -1.10402 -0.14008 -0.306 1.327 0.708
C -1.10549 -1.65511 -1.47136 -0.172 3.364 -2.039
H 2.45967 -0.34665 1.46102 0.043 0.209 0.071
H 3.88394 0.25034 0.76065 1.293 -0.027 -0.555
H 2.81522 1.38157 1.58835 0.167 -0.270 -0.200
H 1.91054 -0.05201 -1.04980 0.424 0.795 0.978
H 2.39411 1.60187 -0.92122 -0.338 0.153 0.689
H 0.06938 1.49564 -0.61273 -0.183 -0.409 1.812
H 0.49749 1.52812 1.30105 0.194 -0.683 -2.026
H 0.40040 -0.82230 1.38823 -0.941 -0.357 0.920
H 0.83789 -1.17650 -0.16377 0.895 0.631 0.010
H -1.28658 -1.89038 0.39296 -0.666 -1.259 1.854
H -1.58705 -2.59137 -1.53021 -0.334 -1.135 0.076
H -0.14737 -1.62708 -1.99079 0.551 -0.601 0.358
H -1.67579 -0.94868 -2.13892 0.082 -0.725 0.476
H -3.40546 1.21991 1.15304 0.284 -0.112 -1.425
H -2.09524 0.70689 0.49928 -2.473 0.469 -1.155
O -3.03424 1.05418 0.24446 1.840 -0.307 2.454

=====

# 2
70
Properties=species:S:1:pos:R:3:forces:R:3 method="wB97M-V/def2-TZVPD" multiplicity=1 de_lowest_kcal_mol=77.39 gap_ha=0.366
C -40.71637 -17.53779 -23.79148 -0.314 -1.473 -0.539
C -40.22604 -18.21439 -22.51698 -0.628 -1.694 -1.675
C -39.97147 -17.30914 -21.38274 0.083 2.058 -1.273
O -40.57184 -17.89662 -20.28191 -0.069 -0.478 1.814
C -41.32347 -18.93893 -20.64522 -1.601 -4.170 0.640
O -41.91864 -19.76261 -19.92235 1.941 3.568 -1.988
O -41.25372 -19.13123 -22.00573 0.097 1.307 0.908
H -40.04008 -16.83160 -24.27317 -0.099 0.426 0.652
H -41.75809 -17.23517 -23.68495 0.239 0.684 0.182
H -40.77907 -18.32389 -24.54394 -0.040 -0.210 -0.092
H -39.44390 -18.92738 -22.77772 0.569 0.434 0.183
H -40.47705 -16.37286 -21.61911 -0.336 0.211 0.305
H -38.92936 -16.99377 -21.33123 0.160 -0.661 0.887
C -38.72343 -4.35973 -23.35716 1.113 -0.032 -0.120
C -38.25276 -5.59346 -24.12736 -0.804 1.001 0.233
C -39.16082 -6.80814 -24.04272 0.078 0.146 -1.239
O -39.38992 -7.07077 -25.43002 -0.802 -2.191 -0.172
C -38.93024 -6.12106 -26.27631 -1.074 -2.307 1.318
O -39.09461 -6.18435 -27.44423 0.273 0.688 -0.689
O -38.36057 -5.24652 -25.51741 2.491 3.061 0.090
H -37.98760 -3.56155 -23.25932 0.534 -0.252 -0.350
H -38.89135 -4.63388 -22.31565 -0.925 0.055 -0.138
H -39.48627 -3.89107 -23.97888 -0.717 -0.303 0.761
H -37.25780 -5.94116 -23.84939 0.286 0.515 -0.459
H -40.16546 -6.67652 -23.64087 0.368 0.052 0.663
H -38.53885 -7.59010 -23.60708 -0.812 -0.437 0.108
C -26.38427 -4.30010 -19.52566 0.767 0.000 -0.009
C -27.56447 -4.76461 -20.35731 1.931 -1.858 0.427
C -28.02389 -6.25602 -20.09263 1.340 0.077 -0.744
O -29.41716 -6.19311 -20.04067 -1.734 2.643 -0.342
C -29.80741 -4.81795 -20.09378 -2.383 0.452 0.816
O -30.95365 -4.35760 -20.06022 3.935 -2.173 -0.245
O -28.68910 -4.03305 -20.07866 -2.429 0.242 0.123
H -26.30680 -4.75453 -18.53794 -0.433 0.234 0.122
H -26.32722 -3.21273 -19.47576 -0.411 0.017 0.240
H -25.43653 -4.54639 -20.00443 -0.068 -0.349 -0.292
H -27.28027 -4.61775 -21.39931 -0.286 -0.161 -0.233
H -27.64052 -6.78201 -19.21829 0.029 0.703 0.554
H -27.69484 -6.91592 -20.89535 -0.263 0.170 -0.418
C -24.23525 -16.79856 -22.90323 0.434 0.676 1.342
C -24.35647 -16.24705 -21.48082 -0.255 0.562 0.553
C -24.01675 -14.73363 -21.24495 -1.625 -0.931 -1.148
O -25.18426 -14.29072 -20.46749 3.084 2.245 -1.151
C -26.04707 -15.23300 -20.30211 -0.281 -2.747 2.412
O -26.83585 -15.22544 -19.39710 -0.692 0.091 -1.220
O -25.72101 -16.34780 -21.02271 -0.291 0.524 -0.310
H -24.56928 -16.06822 -23.64021 -0.201 -0.178 0.002
H -24.80769 -17.72592 -22.92361 0.245 0.032 -0.354
H -23.16207 -16.95037 -23.01869 -0.055 -0.389 -0.497
H -23.77491 -16.81709 -20.75629 0.103 -0.378 -0.228
H -24.04425 -14.26407 -22.22824 -0.010 0.481 0.177
H -23.05320 -14.53617 -20.77519 -0.457 0.019 0.424
C -31.90621 -10.24949 -14.64685 -0.079 1.212 0.123
C -32.88898 -11.29539 -15.02288 0.927 -1.069 -0.571
C -34.09142 -11.41043 -14.16322 -0.114 -1.390 2.655
O -35.20044 -11.67051 -14.94694 -0.594 -0.176 -3.647
C -34.80639 -11.53804 -16.28401 -0.912 1.527 -1.329
O -35.50997 -11.55405 -17.28867 1.928 -0.487 3.271
O -33.47163 -11.16053 -16.29573 -1.356 0.078 -1.514
H -31.65717 -10.31128 -13.58748 -0.209 -0.160 0.115
H -32.41654 -9.29974 -14.80692 0.380 0.356 0.007
H -30.94699 -10.28022 -15.16362 -0.301 -0.079 -0.340
H -32.33890 -12.23478 -15.07839 -0.139 -0.359 0.299
H -34.36791 -10.59544 -13.49429 0.547 0.203 -0.006
H -33.93980 -12.34469 -13.62260 -0.079 0.341 0.924
C -31.84931 -12.04611 -24.40945 -0.857 -0.046 -1.908
Br -33.65974 -12.78424 -24.81926 0.815 0.409 0.498
Br -31.77190 -10.21203 -25.18835 0.077 -1.001 0.827
Br -30.57510 -13.18736 -25.40975 -0.386 0.621 0.992
H -31.74380 -12.04472 -23.32457 0.350 0.018 -0.402

=====

# 3
56
Properties=species:S:1:pos:R:3:forces:R:3 method="wB97M-V/def2-TZVPD" multiplicity=5 de_lowest_kcal_mol=12.30 charge=+2 gap_ha="0.265 / 0.197"
Ru 0.29106 -0.25201 0.80326 0.366 1.237 0.750
N 1.36116 -3.88101 -1.14694 0.071 0.283 0.141
C 0.26806 -4.58281 -1.63544 -0.257 -0.178 -0.082
C 0.45006 -5.79131 -2.30424 -0.113 -0.015 0.041
C -0.64914 -6.51011 -2.74314 0.299 0.187 0.162
C -1.94174 -6.04961 -2.49564 -0.209 0.414 0.178
C -2.13914 -4.84371 -1.84464 -0.185 -0.324 -0.185
C -1.03924 -4.09551 -1.44014 0.211 0.935 0.461
S -1.29474 -2.51531 -0.71404 0.414 -0.951 -0.529
N 0.23606 -1.96561 -0.41584 -0.223 -0.563 -0.364
C 1.33786 -2.66541 -0.57534 -0.220 -0.355 -0.245
C 2.60016 -2.04631 -0.13074 1.015 0.011 0.005
C 3.86046 -2.55191 -0.44474 -0.557 0.074 0.019
C 4.98566 -1.84601 -0.04344 -0.082 0.228 0.122
C 4.82656 -0.69251 0.70726 -0.049 -0.257 -0.134
C 3.53856 -0.27811 1.02646 0.328 0.169 0.098
N 2.47436 -0.91961 0.58496 -0.792 -0.201 -0.229
H 2.24956 -4.36481 -1.19554 -0.050 0.106 0.012
H 1.44646 -6.16901 -2.47584 0.141 -0.032 -0.005
H -0.50694 -7.44261 -3.26804 0.059 -0.050 -0.020
H -2.79114 -6.63001 -2.82404 -0.052 -0.002 0.022
H -3.13734 -4.48181 -1.64514 -0.091 0.034 -0.053
H 3.98516 -3.46131 -1.01274 0.064 -0.027 -0.092
H 5.96556 -2.19351 -0.33004 0.110 -0.039 0.050
H 5.67486 -0.11431 1.03376 0.095 0.029 0.090
H 3.36346 0.59189 1.65016 -0.017 -0.021 -0.138
F -0.62444 -2.76091 3.93146 -0.263 -0.200 0.863
B -0.22054 -2.33771 2.75816 -0.100 0.601 -0.741
F 0.06066 -3.30331 1.82066 0.232 -0.997 -0.282
F 0.88966 -1.43641 2.77526 0.320 0.369 -0.018
F -1.23194 -1.46881 2.08406 -0.118 0.337 -0.256
S 0.03176 1.18559 -1.06834 -0.013 -0.507 0.892
P -0.39744 2.55359 0.41366 -0.337 0.635 -0.091
S 0.50126 1.68959 2.06196 -0.171 -0.605 -0.620
C -2.19134 2.59139 0.66926 0.722 0.090 0.016
C -2.78424 1.64819 1.50466 0.149 -0.030 -0.002
C -4.15474 1.67369 1.67846 -0.042 -0.067 -0.015
C -4.92524 2.60489 0.99626 0.096 -0.044 -0.067
C -4.32554 3.53469 0.15926 -0.112 -0.017 0.000
C -2.95254 3.54349 -0.00284 0.059 -0.060 0.021
C 0.23046 4.21249 0.09156 -0.390 -0.631 0.096
C 0.65396 4.62109 -1.16624 -0.032 -0.073 0.112
C 1.01566 5.94529 -1.34224 0.036 0.069 -0.056
C 0.95836 6.83329 -0.27874 -0.037 -0.064 0.016
C 0.53236 6.41339 0.97426 -0.043 -0.026 0.110
C 0.16246 5.09589 1.16596 0.011 -0.077 -0.094
H -2.17794 0.90609 2.01776 -0.165 0.117 0.063
H -4.61734 0.96939 2.34956 -0.099 -0.126 0.055
H -5.99884 2.59419 1.09996 -0.099 0.058 0.098
H -4.93494 4.25409 -0.36234 -0.049 0.113 -0.084
H -2.48394 4.27079 -0.64944 0.047 0.105 -0.025
H 0.69736 3.91989 -1.98594 0.010 -0.041 -0.129
H 1.33366 6.29279 -2.31184 0.069 0.009 -0.113
H 1.24446 7.86189 -0.42824 0.022 0.126 -0.018
H 0.47236 7.10899 1.79666 0.049 0.081 0.054
H -0.17904 4.73469 2.12736 -0.029 0.162 0.137